Entry 1:
The following is a DFT calculation (ωB97M-V with the def2-TZVPD basis set) of a cluster of 4 separate species, C24H38O13 in total.

Summary:
**Kohn-Sham gap**: 9.12 eV
**Structure (SMILES)**: CC(=O)OCCCCC1=CC(=O)C=CC1=O.CCOC(=O)OC.CCOC(=O)OC.CCOC(=O)OC
**Total energy**: -52120.785 eV
**E_HOMO**: -9.870 eV

Geometry as ORCA input:
```
! RIJCOSX wB97M-V def2-TZVPD def2/J DEFGRID3
* xyz 0 1
O 2.283 1.765 1.828
O -4.603 0.807 2.387
O 5.456 -1.327 -2.669
O -1.244 3.268 -3.061
O 0.929 2.369 3.537
O 2.731 3.586 2.902
O -0.474 -1.859 1.006
O 3.658 -2.546 -2.036
O -6.466 -0.264 2.152
O -1.498 -4.305 -2.980
O -0.477 3.664 -1.057
O 5.021 -3.156 -3.736
O -5.240 -0.627 4.019
C 0.358 -3.821 -0.096
C -0.144 -1.622 -1.291
C -2.376 -0.005 2.974
C -0.567 -1.495 -3.736
C 2.895 3.997 5.301
C -0.748 -3.714 -2.280
C -0.109 -2.391 0.009
C 4.260 -4.357 -3.867
C -1.930 2.118 -3.572
C -1.425 3.469 -1.719
C -3.397 1.105 3.109
C 5.182 -0.377 -1.628
C 4.613 -2.356 -2.746
C -7.378 -1.266 2.603
C -0.471 -2.225 -2.410
C -1.757 -0.475 -3.650
C 2.466 4.528 3.948
C -1.388 0.843 -2.912
C -2.803 3.509 -1.051
C 1.882 2.558 2.824
C -5.418 -0.078 2.963
C 1.513 0.567 1.698
C 5.602 -0.898 -0.269
C 0.034 -4.448 -1.199
H 4.441 -5.009 -3.013
H 3.197 -4.141 -3.962
H 4.128 -0.093 -1.642
H 3.046 5.418 3.706
H -3.014 2.175 -3.396
H 0.451 0.788 1.612
H -1.716 2.052 -4.644
H -3.242 4.511 -1.127
H 3.942 3.689 5.276
H 0.112 -0.566 -1.242
H 1.699 -0.091 2.546
H -0.287 0.902 -2.878
H 2.309 3.123 5.586
H 6.650 -1.203 -0.284
H -2.172 -0.246 -4.642
H -2.186 -0.226 1.923
H 5.760 0.513 -1.872
H 4.599 -4.858 -4.770
H -2.730 -0.928 3.434
H -3.468 2.763 -1.503
H -0.832 -2.198 -4.536
H -2.643 3.261 0.000
H 2.768 4.759 6.070
H -3.000 2.019 2.669
H 5.017 -1.772 0.018
H -6.914 -2.250 2.538
H -7.710 -1.069 3.620
H 0.356 -0.965 -4.000
H 5.467 -0.130 0.494
H -3.623 1.320 4.154
H 1.414 4.815 3.943
H -1.697 0.734 -1.860
H -8.240 -1.240 1.941
H 0.937 -4.258 0.715
H 1.840 0.067 0.789
H -1.437 0.277 3.452
H 0.340 -5.484 -1.334
H -2.532 -1.002 -3.075
*
```


Entry 2:
The following is a DFT calculation (ωB97M-V with the def2-TZVPD basis set) of a cluster of 8 separate species, C24H38O24 in total.

Summary:
**Kohn-Sham gap**: 10.81 eV
**ΔE to the lowest compared entry with this formula, charge and spin**: 0.0 kJ/mol
**Structure (SMILES)**: COC(=O)OC.COC(=O)OC.COC(=O)OC.O=C1OCCO1.O=C1OCCO1.O=C1OCCO1.O=C1OCCO1.O=C1OCCO1
**Total energy**: -74645.229 eV
**E_HOMO**: -10.644 eV

Geometry as ORCA input:
```
! RIJCOSX wB97M-V def2-TZVPD def2/J DEFGRID3
* xyz 0 1
O 9.548 -2.815 -5.053
O 13.876 -7.922 -3.281
O 12.671 -3.293 -1.414
O 8.297 -8.997 0.241
O 11.227 -9.622 -8.730
O 12.803 -5.542 -5.275
O 7.761 -7.442 -4.230
O 8.790 -0.751 -5.555
O 10.444 -3.444 -1.047
O 10.479 -10.081 -2.790
O 11.812 -10.517 -1.034
O 11.798 -11.744 -8.223
O 14.062 -4.132 -6.448
O 11.542 -10.203 -6.599
O 6.846 -7.312 0.255
O 9.048 -7.569 -2.399
O 9.740 -6.391 -4.141
O 11.046 -12.184 -2.337
O 8.879 -7.067 1.197
O 12.019 -4.166 0.419
O 10.930 -1.153 -4.959
O 14.019 -6.603 -1.586
O 15.730 -8.033 -2.003
O 15.011 -5.480 -4.903
C 9.669 -1.500 -5.218
C 12.467 -2.693 -2.686
C 8.075 -7.718 0.615
C 6.122 -8.394 -0.325
C 11.415 -8.790 -6.600
C 12.706 -3.785 -6.778
C 8.210 -3.325 -5.164
C 14.655 -7.566 -2.260
C 9.707 -10.875 -3.676
C 10.795 -6.196 -3.153
C 7.188 -9.483 -0.511
C 11.315 0.158 -5.370
C 14.307 -9.064 -4.002
C 11.058 -4.537 1.402
C 14.594 -6.259 -0.333
C 11.172 -10.893 -1.955
C 8.746 -7.135 -3.630
C 14.056 -5.061 -5.466
C 10.281 -6.995 -1.942
C 10.754 -8.525 -7.953
C 11.585 -3.609 -0.705
C 11.551 -10.637 -7.891
C 10.415 -12.224 -3.619
C 11.909 -4.962 -6.236
H 12.485 -2.799 -6.372
H 12.031 -1.700 -2.607
H 8.689 -11.004 -3.291
H 6.910 -10.477 -0.173
H 10.089 -4.823 0.992
H 10.481 0.849 -5.292
H 15.260 -8.929 -4.510
H 8.245 -4.382 -4.923
H 11.196 -12.322 -4.381
H 14.248 -5.254 -0.108
H 9.619 -10.446 -4.669
H 7.564 -2.812 -4.452
H 11.730 -5.721 -6.999
H 11.817 -3.308 -3.311
H 12.150 0.449 -4.739
H 5.720 -8.071 -1.282
H 11.450 -5.444 1.857
H 9.666 -8.533 -7.892
H 10.786 -8.390 -5.802
H 7.497 -9.531 -1.558
H 12.627 -3.708 -7.864
H 10.110 -6.346 -1.085
H 10.946 -7.807 -1.658
H 14.322 -9.938 -3.351
H 14.278 -6.947 0.453
H 7.811 -3.162 -6.163
H 5.307 -8.675 0.341
H 10.868 -5.139 -2.923
H 15.682 -6.274 -0.347
H 13.551 -9.237 -4.767
H 13.446 -2.659 -3.157
H 11.677 -6.613 -3.618
H 11.101 -7.585 -8.375
H 9.761 -13.083 -3.746
H 10.892 -3.743 2.126
H 10.975 -4.658 -5.772
H 11.669 0.158 -6.404
H 12.379 -8.282 -6.518
*
```


Entry 3:
The following is a DFT calculation (ωB97M-V with the def2-TZVPD basis set) of the ion C24H39B2BrI3N2O8P2 with charge +1.

Summary:
**Kohn-Sham gap**: 7.06 eV
**Total energy**: -159141.876 eV
**E_HOMO**: -10.452 eV

Geometry as ORCA input:
```
! RIJCOSX wB97M-V def2-TZVPD def2/J DEFGRID3
* xyz 1 1
I 4.006 0.663 3.026
I -0.388 -1.494 -3.020
I 2.210 -1.069 5.304
Br -2.501 -2.732 1.199
P 1.065 1.447 -1.387
P 2.688 -2.763 -1.416
O 3.093 -1.820 -2.726
O 1.904 2.599 1.336
O 4.108 -3.631 -0.936
O 1.814 -3.925 -1.980
O -2.930 0.491 1.735
O 3.971 1.210 -0.299
O 0.371 -2.433 -0.171
O 4.638 -1.020 0.247
N -0.254 1.775 2.177
N 0.910 0.508 0.075
C -0.981 3.072 2.110
C 0.365 -2.104 2.911
C -0.531 -1.540 -0.833
C -0.484 -0.154 -0.048
C -1.688 0.783 -0.462
C 6.496 1.512 0.113
C -3.578 -3.158 -2.640
C -5.001 1.346 -1.370
C 0.633 3.263 -1.413
C 2.109 1.161 -2.843
C -1.919 -2.401 -0.654
C -7.571 0.505 -0.842
C -7.065 -0.234 0.422
C -4.502 0.641 -0.092
C -3.171 -2.021 -1.539
C -5.566 -0.154 0.756
C -6.535 1.261 -1.703
C 1.970 -0.495 0.529
C 2.290 -0.461 2.139
C -3.021 0.610 0.471
C 1.728 -2.017 0.026
C 5.267 1.253 -0.926
C 1.614 -1.185 3.166
C 0.215 1.738 3.618
B 0.846 1.597 1.200
B 3.524 -0.082 0.094
H -1.958 0.633 -1.577
H 5.269 2.217 -1.573
H -0.710 -0.475 1.046
H 4.382 -1.739 0.871
H -1.910 2.984 2.793
H -4.039 -4.087 -2.144
H 2.601 -2.052 -3.554
H -0.290 3.902 2.521
H 1.587 3.863 -1.137
H -0.139 0.740 4.083
H -1.594 -3.446 -1.043
H 1.700 0.537 -3.731
H -7.740 -0.821 1.147
H 7.447 1.850 -0.415
H -0.571 -1.459 2.823
H 1.556 3.499 1.175
H 6.708 0.556 0.728
H 3.187 0.751 -2.717
H -0.203 3.633 -0.747
H 1.327 1.936 3.756
H -4.399 -2.706 -3.319
H -4.260 1.908 -2.038
H -2.711 -3.416 -3.338
H -0.331 2.550 4.233
H 6.198 2.303 0.903
H 0.395 3.561 -2.498
H -4.091 -2.001 -0.834
H 2.323 2.181 -3.363
H 4.893 -3.267 -1.406
H 0.461 -2.957 2.169
H 5.495 0.415 -1.674
H 0.170 -2.685 3.899
H -3.198 -1.034 -2.090
H -1.550 1.911 -0.389
H -5.209 -0.684 1.715
H 2.110 -2.652 0.929
H -6.942 1.788 -2.644
H -1.359 3.420 1.102
H -8.692 0.464 -1.057
*
```


Repeat the third record exactly.
The following is a DFT calculation (ωB97M-V with the def2-TZVPD basis set) of the ion C24H39B2BrI3N2O8P2 with charge +1.

Summary:
**Kohn-Sham gap**: 7.06 eV
**Total energy**: -159141.876 eV
**E_HOMO**: -10.452 eV

Geometry as ORCA input:
```
! RIJCOSX wB97M-V def2-TZVPD def2/J DEFGRID3
* xyz 1 1
I 4.006 0.663 3.026
I -0.388 -1.494 -3.020
I 2.210 -1.069 5.304
Br -2.501 -2.732 1.199
P 1.065 1.447 -1.387
P 2.688 -2.763 -1.416
O 3.093 -1.820 -2.726
O 1.904 2.599 1.336
O 4.108 -3.631 -0.936
O 1.814 -3.925 -1.980
O -2.930 0.491 1.735
O 3.971 1.210 -0.299
O 0.371 -2.433 -0.171
O 4.638 -1.020 0.247
N -0.254 1.775 2.177
N 0.910 0.508 0.075
C -0.981 3.072 2.110
C 0.365 -2.104 2.911
C -0.531 -1.540 -0.833
C -0.484 -0.154 -0.048
C -1.688 0.783 -0.462
C 6.496 1.512 0.113
C -3.578 -3.158 -2.640
C -5.001 1.346 -1.370
C 0.633 3.263 -1.413
C 2.109 1.161 -2.843
C -1.919 -2.401 -0.654
C -7.571 0.505 -0.842
C -7.065 -0.234 0.422
C -4.502 0.641 -0.092
C -3.171 -2.021 -1.539
C -5.566 -0.154 0.756
C -6.535 1.261 -1.703
C 1.970 -0.495 0.529
C 2.290 -0.461 2.139
C -3.021 0.610 0.471
C 1.728 -2.017 0.026
C 5.267 1.253 -0.926
C 1.614 -1.185 3.166
C 0.215 1.738 3.618
B 0.846 1.597 1.200
B 3.524 -0.082 0.094
H -1.958 0.633 -1.577
H 5.269 2.217 -1.573
H -0.710 -0.475 1.046
H 4.382 -1.739 0.871
H -1.910 2.984 2.793
H -4.039 -4.087 -2.144
H 2.601 -2.052 -3.554
H -0.290 3.902 2.521
H 1.587 3.863 -1.137
H -0.139 0.740 4.083
H -1.594 -3.446 -1.043
H 1.700 0.537 -3.731
H -7.740 -0.821 1.147
H 7.447 1.850 -0.415
H -0.571 -1.459 2.823
H 1.556 3.499 1.175
H 6.708 0.556 0.728
H 3.187 0.751 -2.717
H -0.203 3.633 -0.747
H 1.327 1.936 3.756
H -4.399 -2.706 -3.319
H -4.260 1.908 -2.038
H -2.711 -3.416 -3.338
H -0.331 2.550 4.233
H 6.198 2.303 0.903
H 0.395 3.561 -2.498
H -4.091 -2.001 -0.834
H 2.323 2.181 -3.363
H 4.893 -3.267 -1.406
H 0.461 -2.957 2.169
H 5.495 0.415 -1.674
H 0.170 -2.685 3.899
H -3.198 -1.034 -2.090
H -1.550 1.911 -0.389
H -5.209 -0.684 1.715
H 2.110 -2.652 0.929
H -6.942 1.788 -2.644
H -1.359 3.420 1.102
H -8.692 0.464 -1.057
*
```